{"formula": "C17H44N2O11P3", "method": "ωB97M-V/def2-TZVPD", "symbols": ["C", "C", "O", "C", "O", "C", "C", "C", "N", "P", "O", "C", "C", "C", "C", "N", "C", "H", "H", "H", "H", "H", "H", "H", "H", "H", "H", "H", "H", "H", "H", "H", "H", "H", "H", "H", "H", "H", "H", "H", "H", "H", "H", "C", "O", "P", "O", "O", "C", "O", "C", "H", "H", "H", "H", "H", "H", "H", "H", "H", "C", "O", "P", "O", "O", "C", "O", "C", "H", "H", "H", "H", "H", "H", "H", "H", "H"], "positions_angstrom": [[1.4011, -2.1272, 0.8860], [2.6984, -1.7503, 0.1836], [2.5316, -1.6944, -1.2387], [3.3331, -0.4378, 0.6667], [2.4620, 0.4337, 1.3896], [1.5195, 1.1042, 0.5992], [2.0657, 2.4271, 0.0622], [1.0482, 3.1558, -0.8165], [-0.3827, 2.7089, -0.5266], [-0.8919, 1.3178, -1.5845], [0.0511, 1.1140, -2.6826], [-0.5575, 2.5380, 0.9926], [-2.0322, 2.5600, 1.4097], [-2.8393, 1.2468, 1.3926], [-4.0759, 1.3800, 0.5181], [-4.8501, 0.1442, 0.5044], [0.2936, 1.3635, 1.4786], [1.2005, -3.1914, 0.7828], [1.4111, -1.8476, 1.9377], [0.5586, -1.5970, 0.4228], [3.4172, -2.5526, 0.3727], [1.6130, -1.8768, -1.4721], [4.1575, -0.6450, 1.3465], [3.7286, 0.0841, -0.2102], [1.2392, 0.4891, -0.2688], [2.9768, 2.2486, -0.5064], [2.3367, 3.0484, 0.9177], [1.0595, 4.2208, -0.5894], [1.2301, 3.0422, -1.8812], [-0.9888, 3.4879, -0.7917], [-2.1732, 1.7628, -1.9263], [-0.9964, 0.2869, -0.6513], [-0.1098, 3.4535, 1.3819], [-2.0795, 3.0173, 2.3967], [-2.5408, 3.2750, 0.7485], [-2.2570, 0.3992, 1.0273], [-3.1632, 1.0112, 2.4058], [-3.7604, 1.6315, -0.5069], [-4.7142, 2.1903, 0.8797], [-4.2331, -0.6602, 0.5490], [-5.3572, 0.0585, -0.3717], [0.6756, 1.6362, 2.4646], [-0.2817, 0.4495, 1.6169], [-8.3259, 2.3437, -4.2912], [-6.9703, 2.7109, -4.6114], [-5.7918, 2.4547, -3.5907], [-5.9568, 1.2657, -2.7420], [-5.5661, 3.8048, -2.7962], [-6.5060, 4.1658, -1.7733], [-4.5102, 2.4999, -4.5023], [-4.2608, 1.3720, -5.3624], [-8.9510, 3.2210, -4.4374], [-8.6388, 1.5530, -4.9685], [-8.4104, 1.9865, -3.2663], [-6.9935, 3.2840, -1.3560], [-7.2491, 4.8459, -2.1872], [-5.9530, 4.6732, -0.9871], [-4.9830, 1.3587, -6.1773], [-4.3191, 0.4423, -4.7974], [-3.2607, 1.5039, -5.7636], [6.8469, -6.9157, 2.5451], [7.2942, -5.6973, 3.1590], [6.3928, -4.3908, 3.1288], [4.9497, -4.6550, 3.1509], [6.8988, -3.5246, 1.9045], [6.5303, -3.9448, 0.5870], [6.9873, -3.5312, 4.2998], [6.6703, -3.9209, 5.6466], [7.6233, -7.2510, 1.8609], [6.6973, -7.6624, 3.3219], [5.9098, -6.7723, 2.0096], [5.6139, -4.5366, 0.6027], [7.3413, -4.5240, 0.1465], [6.3649, -3.0522, -0.0118], [7.1944, -4.8414, 5.9015], [5.5956, -4.0572, 5.7594], [7.0120, -3.1153, 6.2888]], "forces_ev_per_angstrom": [[-0.107, 0.215, -0.124], [-0.048, -0.250, -0.042], [-0.261, 0.168, -0.026], [0.047, 0.067, -0.021], [-0.143, -0.091, -0.044], [-0.158, 0.103, -0.185], [-0.008, -0.053, 0.153], [0.179, 0.308, 0.029], [0.016, -0.076, 0.228], [0.219, -0.023, -0.437], [0.002, 0.032, 0.043], [0.012, -0.071, 0.221], [-0.072, -0.064, -0.356], [-0.204, 0.361, 0.052], [-0.132, -0.474, -0.405], [0.139, -0.098, -0.058], [0.139, 0.102, 0.103], [0.046, -0.028, 0.066], [0.084, -0.154, 0.046], [0.007, 0.054, 0.041], [0.093, 0.103, 0.033], [0.216, -0.073, 0.056], [-0.065, 0.012, 0.062], [0.103, -0.090, -0.002], [0.106, -0.108, 0.047], [-0.043, 0.014, -0.064], [0.024, -0.005, 0.007], [-0.068, 0.024, -0.037], [-0.075, -0.216, -0.002], [0.002, -0.021, -0.038], [-0.093, -0.071, 0.133], [-0.185, 0.072, 0.105], [0.019, 0.071, -0.152], [0.096, -0.060, 0.057], [0.005, 0.085, 0.101], [0.053, -0.038, 0.123], [0.108, -0.184, 0.012], [-0.017, 0.310, 0.055], [0.089, 0.079, -0.027], [-0.048, 0.008, 0.048], [-0.152, 0.119, 0.106], [-0.029, -0.038, 0.033], [-0.016, -0.004, -0.075], [-0.070, -0.057, -0.033], [-0.010, -0.080, 0.099], [0.032, 0.066, 0.045], [-0.009, -0.003, 0.071], [0.135, -0.009, 0.043], [-0.046, 0.012, 0.008], [0.075, -0.023, 0.050], [-0.003, 0.006, -0.060], [0.018, 0.010, -0.004], [0.015, 0.007, -0.014], [0.032, -0.016, -0.006], [0.024, -0.009, 0.006], [-0.008, -0.016, -0.011], [0.006, 0.021, -0.019], [-0.007, 0.004, 0.006], [-0.014, 0.003, 0.007], [-0.003, 0.016, 0.000], [-0.017, -0.063, 0.035], [-0.080, -0.014, -0.046], [0.044, 0.033, 0.056], [-0.020, -0.078, -0.107], [-0.031, 0.091, 0.002], [-0.006, -0.009, -0.080], [0.009, 0.042, -0.005], [0.015, 0.004, 0.029], [0.007, 0.012, 0.003], [0.012, 0.005, 0.008], [-0.012, 0.016, 0.028], [-0.008, 0.015, 0.008], [-0.001, -0.020, 0.025], [0.033, 0.021, 0.022], [0.000, -0.004, -0.010], [-0.002, -0.004, -0.011], [0.010, 0.003, -0.010]], "homo_lumo_gap_ev": 9.08, "mol_weight_da": 545.5, "e_lumo_ev": -2.85, "homo_ev": -11.92, "charge": 1, "energy_ha": -2635.29598, "max_force_ev_per_a": 0.64}